38
Properties=species:S:1:pos:R:3:forces:R:3 method="wB97M-V/def2-TZVPD" gap_ev=3.159 charge=+1 homo_ev=-12.447
O -20.93362 13.56294 -9.68287 0.3 0.4 0.3
H -26.68372 11.58766 -16.49910 0.1 0.7 0.2
C -26.07177 11.38927 -15.61917 0.6 -0.9 -0.9
H -20.91833 12.65770 -10.00211 0.0 -0.1 0.2
O -21.90527 17.40384 -12.20839 0.5 0.8 0.8
H -26.74096 10.96341 -14.87155 0.2 0.1 0.3
H -25.33613 11.66422 -11.75939 -0.2 0.0 0.0
H -22.26387 14.25724 -13.38384 -0.3 0.8 0.5
Hg -25.32165 15.23748 -9.89443 1.0 -0.5 -2.0
O -24.18572 15.60763 -12.00675 -0.5 2.5 0.5
C -27.28271 11.44370 -12.04833 2.8 1.4 0.4
H -20.51857 18.27054 -13.50170 0.5 -0.4 0.6
O -25.12194 10.43957 -16.11750 -0.1 -0.3 0.2
C -23.31784 13.98045 -13.40900 0.0 -1.8 -1.6
O -25.90252 10.99716 -12.15414 0.3 -1.6 -1.5
H -25.44544 12.20192 -15.25118 -0.8 0.7 0.1
H -22.56627 12.18771 -16.67984 -0.4 0.1 0.8
H -21.79172 17.44731 -14.25005 0.0 -0.3 -0.4
H -22.70878 16.87874 -12.22397 0.2 0.0 -0.7
H -24.57939 10.16643 -15.37410 0.0 -0.2 0.0
O -21.18794 13.21299 -17.66388 1.0 -0.3 -1.1
H -20.53401 14.00634 -11.56467 0.5 0.7 -0.6
O -24.68084 13.63374 -11.45221 -1.7 -3.1 1.9
H -23.27485 12.89557 -13.50537 -0.4 -0.1 0.3
H -21.03035 12.28543 -15.76526 0.6 -0.8 -0.5
C -21.69016 12.79932 -16.46432 -0.8 0.3 2.0
H -23.76281 14.31609 -14.34572 0.0 0.4 0.1
H -28.04509 10.77456 -12.44723 0.5 -0.4 0.7
C -21.11360 17.36286 -13.40085 -1.8 -0.3 0.0
H -21.85680 13.68291 -15.84819 -0.9 0.3 -0.2
H -20.61826 16.39197 -13.41047 0.7 0.4 -0.4
H -27.28266 12.35896 -12.64027 -0.8 0.3 0.1
H -27.12303 11.67047 -10.99421 -2.5 0.2 0.4
C -24.17470 14.39250 -12.26400 1.8 1.7 0.4
H -21.18619 12.37729 -18.13633 0.4 0.3 -0.9
C -20.11827 14.30466 -10.60224 -0.3 -0.3 -0.2
H -20.17171 15.37660 -10.41198 -0.6 -0.1 0.0
H -19.05059 14.08896 -10.56191 0.0 -0.5 0.1

66
Properties=species:S:1:pos:R:3:forces:R:3 method="wB97M-V/def2-TZVPD" gap_ev="5.499 / 5.558" charge=+1 s_squared=6.077 spin_multiplicity=5 homo_ev="-9.084 / -9.145"
N 0.52094 -3.23526 -2.14053 -0.9 0.5 2.8
H -4.79342 -0.55863 -0.58383 0.2 -0.3 -0.1
C -0.09971 -1.45459 -3.84853 1.2 0.4 -0.2
C 1.96512 0.64197 0.34331 -0.3 -0.6 -2.1
H 1.28743 0.90156 3.66170 0.5 -0.1 1.0
C 1.21043 -0.54921 -3.79266 -1.8 -1.5 -0.6
C -2.54245 -3.10299 -1.24861 -3.0 1.9 -1.5
H -3.35259 0.85310 2.93827 1.0 0.2 -0.1
H 0.56113 -2.97854 -0.08973 1.0 0.4 0.7
C 1.26938 1.20201 2.64248 -2.7 3.0 -0.6
H -0.78104 3.67863 3.17609 0.4 0.2 -0.3
C -2.74658 -0.61706 0.06289 -2.6 1.9 -1.1
H -1.55792 1.18471 4.67201 0.6 0.4 0.2
H -0.38696 -1.38158 -4.89190 -0.1 -0.4 -0.3
C -4.99333 -3.13592 -1.71581 0.3 -1.3 -2.4
S -2.22730 2.03001 -1.14357 0.1 -1.3 0.9
C 4.00922 -0.84270 0.04042 -1.2 0.0 0.3
H -4.85083 -4.24789 -1.79012 -0.2 1.0 0.6
H -0.92235 -0.95627 -3.34222 0.0 0.0 0.5
C 3.37301 0.07264 2.20807 0.2 -0.5 0.4
H -5.35319 -2.90081 -2.75535 0.6 0.4 0.8
C 2.90975 -0.13327 -0.49478 -0.5 0.6 -0.1
O -0.58479 -0.95841 0.94616 -0.8 -0.3 -1.3
H 6.10862 -1.57011 1.26204 0.5 -0.4 0.2
N 1.48952 -0.13346 -2.44089 2.6 -0.9 -2.5
H -2.55910 -4.00063 -1.84752 0.5 -0.3 0.2
H 3.49192 -0.76451 -2.42359 -0.7 0.0 -0.4
H -3.85266 1.18203 0.55707 -1.1 0.0 -0.5
H -1.78029 -0.02937 2.81053 -0.4 0.7 -0.2
H 0.62557 6.74509 1.66067 -0.7 0.3 -0.1
C -2.25106 0.99122 2.74096 0.4 -1.3 -0.7
H 0.62977 -3.54771 -4.14137 -0.1 0.6 0.0
C 0.81279 6.48248 0.62162 1.0 -0.6 -0.2
H 4.53587 -1.60736 -0.58341 -0.1 1.1 0.6
C -0.41676 2.69878 3.46607 0.7 -0.9 -0.9
C -3.79129 -2.43744 -1.21541 1.9 -0.8 0.7
H 0.93383 0.27471 -4.46628 0.7 0.1 0.4
C -3.88417 -1.16711 -0.55156 2.1 0.1 0.2
H 5.09452 -2.21251 2.63532 0.3 -0.2 -0.5
C 0.00202 -2.94525 -3.46377 -1.1 -0.4 -0.8
C 5.40401 -1.33847 2.04458 -0.8 -1.2 0.0
C 2.65261 -0.30119 -1.89179 0.0 -0.6 1.9
H 2.05313 -1.14422 -4.17117 -0.1 0.5 0.0
H -5.77879 -2.86177 -1.09226 -1.7 -0.1 1.1
N -0.16131 4.07357 0.15731 2.8 5.4 1.0
C 4.20995 -0.73218 1.40539 0.3 0.9 0.1
H 0.31739 7.09215 -0.16708 0.8 0.1 0.9
O 0.96260 1.19399 -0.25375 1.2 -0.3 0.5
H -2.49256 2.56903 4.09507 1.2 -0.3 0.0
C 2.18587 0.66124 1.73541 1.9 -1.2 -0.3
C -0.08148 -2.93798 -0.92625 -0.4 0.1 -2.6
C -2.83640 0.92940 0.33909 0.4 -0.5 0.0
Mn -0.66734 2.14177 0.57979 1.2 0.0 -1.8
C -1.41413 -2.50479 -0.69721 1.6 -0.3 0.2
C 0.32610 5.13434 0.38367 -2.2 -4.4 -0.8
N 0.36229 2.10244 2.30843 0.7 -1.1 1.8
H -1.03088 -3.36423 -3.61181 1.0 0.3 0.5
H 5.80951 -0.69706 2.77728 0.8 1.0 0.6
H 0.31220 2.80156 4.26375 -0.2 0.2 0.4
C -1.63368 1.87982 3.82992 -2.7 0.0 0.5
H 3.73335 0.17016 3.28494 -1.0 -0.1 -1.4
C -1.53121 -1.33053 0.16914 2.1 -0.5 1.5
N -2.08686 1.52864 1.39981 -1.8 -0.8 1.8
H 0.81749 0.38862 -1.99246 -2.0 1.4 1.9
H 1.52684 -3.36942 -2.07605 -0.5 -0.2 0.0
H 1.93823 6.44476 0.63201 -1.0 0.3 -0.8

51
Properties=species:S:1:pos:R:3:forces:R:3 method="wB97M-V/def2-TZVPD" gap_ev="6.407 / 6.396" charge=+2 homo_ev="-14.480 / -14.479"
H -3.60888 -0.77058 2.26811 0.3 0.1 -0.2
C -3.31910 -2.17689 -0.75469 -0.4 -0.3 0.6
C 2.29355 0.21748 3.08189 0.2 0.2 0.6
C -1.64397 2.21585 0.91741 -0.1 -0.3 -0.4
H -2.69800 2.57960 -1.93973 0.2 -0.6 -0.1
H -2.45438 2.88445 2.80417 0.5 0.0 -0.4
H -2.97799 0.84110 -1.57264 0.0 0.2 0.0
C -2.64119 -2.58505 1.40739 -0.5 -0.2 -0.4
C 3.45696 -0.90115 1.30991 -0.2 -0.4 -0.6
C 3.47951 -0.23579 2.52156 0.4 0.2 0.3
H -2.31007 -4.09483 -0.20845 0.2 0.2 0.0
N 1.00027 -1.98245 -1.24954 -0.1 0.1 0.6
H 4.44013 -0.07013 3.03030 -0.6 -0.1 -0.3
C 2.01777 -3.09569 -3.11629 -0.3 -0.3 -0.6
P -0.54314 1.40286 -1.59798 -0.7 1.2 0.0
C -2.64086 -3.10342 0.08281 -0.4 0.0 0.3
C -1.56298 2.83670 2.15975 -0.5 -0.1 0.6
C -3.31917 -1.33828 1.38941 -0.5 -0.4 -0.3
H 1.57051 2.70555 -0.11656 -0.4 0.1 0.4
H -0.32334 3.90819 3.56182 0.0 -0.2 -0.5
C 0.67595 2.74689 0.52380 0.4 0.0 -0.3
C 1.09055 -0.01664 2.43447 -0.7 0.0 -0.1
H -0.49113 3.71562 -2.39931 0.3 -0.7 0.0
H 1.16408 2.99837 -2.39565 -0.6 -0.2 -0.2
C 2.21796 -1.82924 -0.65884 0.1 -0.5 -0.9
H -4.47532 -0.33564 -0.24104 0.5 0.0 0.0
H -0.07342 -2.67568 -2.86823 0.0 -0.1 -0.1
H 4.16514 -3.35016 -3.01652 -0.4 0.2 0.2
C 0.75044 3.35813 1.76922 0.5 0.1 -0.2
C -2.32050 1.54866 -2.09593 -0.1 0.0 0.0
H -3.64245 -2.36828 -1.76953 0.3 0.2 -0.1
H -0.00404 2.52830 -3.68165 0.1 0.2 0.6
Ce -1.06901 -1.02299 0.03346 3.1 1.2 0.1
C -0.37362 3.41279 2.58276 -0.1 0.2 0.5
C 3.26808 -2.95766 -2.52613 0.2 -0.1 -0.1
H -2.61007 1.81963 0.57947 0.2 0.2 0.1
H 1.88588 -3.59130 -4.09226 0.1 0.3 0.7
H 1.69776 3.80421 2.09989 -0.5 -0.2 -0.2
H -2.38534 1.28598 -3.16459 0.0 0.1 0.3
C 0.91912 -2.59565 -2.44110 0.2 0.0 0.0
H 4.39972 -1.25546 0.87610 -0.5 0.2 0.3
C 0.09641 2.79609 -2.60913 0.6 0.1 -0.6
H 0.18841 0.35577 2.91194 -0.1 0.0 0.0
C 1.02146 -0.68817 1.21385 0.2 -0.3 -0.5
H 4.35243 -2.21001 -0.82701 -0.6 -0.1 -0.3
C -0.52755 2.19718 0.06359 -0.1 -0.4 0.2
C -3.74830 -1.09232 0.05707 -0.5 -0.4 0.4
H -2.29805 -3.11489 2.28666 0.2 0.1 0.0
C 3.36811 -2.32334 -1.30176 0.1 0.3 0.6
H 2.29985 0.75595 4.04435 0.0 -0.4 -0.6
C 2.24185 -1.13362 0.63340 0.0 0.3 0.6

Asked for ΔE to the lowest compared entry with this formula, charge and spin across the records above, the calculation gives 6.155, 0.156, 0.000 eV in order.